[1]
DFT (the ωB97M-V functional and the def2-TZVPD basis) results for a 2-piece molecular cluster, C4H8FO3P overall at a distorted geometry.

Computed properties:
- Maximum force: 3.0 eV/Å
- Frontier orbital gap (alpha / beta): 0.3017 / 0.3017 Eh
- Highest occupied orbital energy (alpha / beta): -8.24 / -8.24 eV

```
! RIJCOSX wB97M-V def2-TZVPD def2/J DEFGRID3
* xyz 0 1
C -0.91800 -1.68118 -1.19573
C -1.08813 -0.17619 -1.31543
C -0.27689 0.41597 0.85280
C 1.84279 0.99578 1.52418
O 2.69263 -0.37987 -0.49578
O -1.06341 1.26878 1.52284
O -0.17475 0.57845 -0.50024
F 1.57537 2.12667 2.20578
P 2.24739 0.99304 -0.24950
H -1.24325 -2.04698 -0.22399
H -1.52440 -2.16583 -1.95439
H 0.12498 -1.95049 -1.34495
H -2.11413 0.12420 -1.06391
H -0.85523 0.15416 -2.32906
H -0.36172 -0.59593 1.23596
H 2.13167 0.17946 2.18276
H -0.99491 2.15995 1.14867
*
```

In elementary charge units, the natural (NBO) charges are: atom 1 (C): -0.650, atom 2 (C): -0.066, atom 3 (C): 0.449, atom 4 (C): -0.259, atom 5 (O): -1.045, atom 6 (O): -0.675, atom 7 (O): -0.583, atom 8 (F): -0.355, atom 9 (P): 1.286, atom 10 (H): 0.205, atom 11 (H): 0.225, atom 12 (H): 0.236, atom 13 (H): 0.177, atom 14 (H): 0.202, atom 15 (H): 0.173, atom 16 (H): 0.183, atom 17 (H): 0.495

[2]
DFT (the ωB97M-V functional and the def2-TZVPD basis) results for C4H8HgNO6S2 as an isolated structure at a distorted geometry.

Computed properties:
- Maximum force: 4.2 eV/Å
- Frontier orbital gap: 0.0911 Eh
- Highest occupied orbital energy: -12.14 eV

```
! RIJCOSX wB97M-V def2-TZVPD def2/J DEFGRID3
* xyz 1 1
C 1.30953 1.26956 -0.30498
S 1.66089 -0.46631 0.01810
O 2.66971 -0.88974 -0.92392
O 2.28553 -0.55987 1.38820
N 0.36562 -1.56093 -0.03324
S 0.15640 -2.53502 1.38235
C -0.89836 -1.02341 -0.58758
C -1.59183 -0.07734 0.46455
O -2.51210 0.85781 -0.07043
O -1.93712 2.12814 0.01809
C -0.76053 -0.48218 -2.01498
O -1.51925 0.22406 -2.62285
O 0.28523 -0.88487 -2.67793
H 2.29960 1.78243 -0.35394
H 0.79092 1.49047 -1.25721
H 0.76989 1.75380 0.53875
H -0.50124 -1.80118 2.33524
H -1.57371 -1.91064 -0.66479
H -2.17807 -0.73838 1.14838
H -0.88023 0.45178 1.14046
H -2.34012 2.53693 0.80520
Hg 4.09923 0.43491 2.27250
*
```

In elementary charge units, the natural (NBO) charges are: atom 1 (C): -0.881, atom 2 (S): 2.203, atom 3 (O): -0.841, atom 4 (O): -1.000, atom 5 (N): -0.715, atom 6 (S): 0.290, atom 7 (C): -0.221, atom 8 (C): -0.111, atom 9 (O): -0.234, atom 10 (O): -0.439, atom 11 (C): 0.715, atom 12 (O): -0.346, atom 13 (O): -0.376, atom 14 (H): 0.289, atom 15 (H): 0.301, atom 16 (H): 0.267, atom 17 (H): 0.120, atom 18 (H): 0.294, atom 19 (H): 0.215, atom 20 (H): 0.192, atom 21 (H): 0.474, atom 22 (Hg): 0.803